# 1
Here is C30H23I2IrN3O2 as an isolated structure from the Open Molecules 2025 dataset. Energies are from ωB97M-V/def2-TZVPD.

Computed properties:
- Energy relative to the best compared isomer or geometry (same formula, charge and spin): 3.18 kcal per mole
- Gap between HOMO and LUMO: 0.2533 hartree
- Net charge: +1

Cartesian coordinates (Å):
Ir 0.272522 0.628204 -0.284616
I -6.225745 -3.520279 -1.825214
C -4.210416 -3.008380 -1.799436
C -3.442725 -3.187974 -2.942319
C -2.110578 -2.809242 -2.929165
I -0.947556 -3.008764 -4.636403
C -1.556970 -2.273938 -1.774768
O -0.222495 -1.868938 -1.774756
C -2.314331 -2.091431 -0.626673
C -1.807508 -1.525704 0.684032
N -0.404995 -1.042732 0.760159
C -0.072779 -0.843284 2.193689
C 1.257081 -0.158316 2.324349
C 2.022828 -0.176413 3.474672
C 3.226826 0.507869 3.483628
C 3.638827 1.165169 2.333434
C 2.823447 1.147053 1.221777
N 1.641575 0.511370 1.224613
C -3.653510 -2.470372 -0.652322
H -3.877463 -3.610165 -3.836805
H -1.925526 -2.307591 1.442601
H -2.440665 -0.687935 0.982638
H 0.197551 -1.779706 0.389240
H -0.078489 -1.801010 2.721954
H -0.850274 -0.217156 2.637734
H 1.680481 -0.722249 4.342835
H 3.841362 0.520434 4.372970
H 4.582830 1.688443 2.293972
H 3.091231 1.638830 0.298252
H -4.260800 -2.346838 0.235577
C 1.824319 4.288434 -2.144846
C 0.794253 3.496232 -1.399994
O 1.185056 2.395486 -0.964194
C -0.548643 4.071344 -1.232367
C -1.488912 3.537769 -0.345527
C -2.765856 4.066464 -0.280469
C -3.109774 5.152756 -1.073116
C -2.168444 5.731532 -1.912361
C -0.897399 5.195085 -1.992430
H 2.763961 3.744153 -2.154823
H 1.966723 5.270929 -1.693857
H 1.489395 4.441081 -3.171851
H -1.197972 2.764019 0.354660
H -3.490594 3.644307 0.402554
H -4.107933 5.566635 -1.018567
H -2.428828 6.594994 -2.508685
H -0.181797 5.642915 -2.665430
N -2.180487 5.674910 -6.587202
C -1.920278 4.754254 -5.951358
C -1.586973 3.626029 -5.128043
C -0.299562 3.089872 -5.168620
C 0.028843 2.037494 -4.335821
C -0.924778 1.511154 -3.453215
C -2.221698 2.036523 -3.443977
C -2.550604 3.086061 -4.275650
C -0.561157 0.450070 -2.580030
C -0.179046 -0.505202 -1.867477
H 0.432502 3.500028 -5.851271
H 1.023621 1.613517 -4.355736
H -2.962674 1.616978 -2.776359
H -3.550043 3.498330 -4.267558

Cartesian forces (eV/Å) of the 3 atoms listed first:
0.213 -0.100 -0.732
-0.032 -0.034 0.010
0.032 0.023 -0.018

---

# 2
Here is a 6-piece molecular cluster, C24H35F5N5O16S overall from the Open Molecules 2025 dataset. Energies are from ωB97M-V/def2-TZVPD.

Computed properties:
- Gap between HOMO and LUMO: 0.3573 hartree
- Net charge: +1

Cartesian coordinates (Å):
C 1.530620 2.594862 -0.402689
N 1.980893 1.876380 -1.591193
C 1.941509 0.453841 -1.454228
N 2.936425 0.049939 -0.419889
C 4.291595 0.549851 -0.775354
C 5.406527 -0.336413 -0.274458
C 5.030482 -1.782010 -0.523720
S 4.803681 -2.170730 -2.297679
N 3.807171 -2.062538 0.236997
C 2.811437 -1.130267 0.173814
N 1.697664 -1.510401 0.817545
N 0.652735 -0.642589 1.131310
C 0.643032 -0.341881 2.573895
C -0.621005 -1.016466 0.592674
C -0.651192 -2.133512 -0.408501
O -1.580189 -0.398449 0.964415
H 2.264171 2.483490 0.398213
H 1.449335 3.654217 -0.635005
H 0.562219 2.238507 -0.030130
H 1.434356 2.157101 -2.395777
H 2.270872 -0.003550 -2.393055
H 0.969001 0.052108 -1.174999
H 4.384426 1.553537 -0.364756
H 4.327419 0.640431 -1.859115
H 6.326141 -0.057044 -0.786843
H 5.570916 -0.215379 0.800899
H 5.785975 -2.469572 -0.151104
H 3.516497 -2.512939 -2.185042
H 4.018152 -2.310352 1.198235
H 1.667895 -2.462404 1.165332
H 1.603998 0.090877 2.843415
H 0.465309 -1.244669 3.166971
H -0.136404 0.385007 2.765644
H 0.033430 -1.975734 -1.240767
H -0.385133 -3.084413 0.059740
H -1.659552 -2.208798 -0.798613
C -4.088750 -0.982293 -3.820045
C -4.341884 -2.148385 -4.761248
O -3.052957 -2.731663 -4.870042
C -2.341605 -2.420563 -3.760994
O -1.317612 -2.934646 -3.448544
O -2.970005 -1.454589 -3.056253
F -4.746968 -1.747600 -5.985209
H -3.792274 -0.102923 -4.393134
H -4.914911 -0.748952 -3.157102
H -5.037749 -2.901021 -4.388090
C -1.773927 3.265809 2.023702
C -1.391490 3.394320 3.485866
O -0.748586 4.654253 3.510994
C -1.218194 5.409005 2.474288
O -1.001834 6.562531 2.334402
O -1.937084 4.629486 1.633300
F -0.473781 2.462995 3.866309
H -0.947945 2.827712 1.460905
H -2.689666 2.708556 1.853491
H -2.238181 3.373686 4.164741
C -2.276969 -0.382674 7.499994
C -2.781772 -1.288837 6.390034
O -3.516105 -0.394222 5.574681
C -3.054508 0.863337 5.785330
O -3.348995 1.808972 5.129454
O -2.216516 0.885890 6.840030
F -3.600435 -2.262228 6.836517
H -3.009629 -0.339237 8.307049
H -1.297698 -0.643084 7.887162
H -1.996664 -1.748823 5.785365
C -3.495789 -4.534277 -7.650746
C -3.055532 -4.897235 -9.057674
O -2.962748 -6.302952 -8.992941
C -3.771020 -6.753742 -7.992086
O -4.061400 -7.884002 -7.809651
O -4.199989 -5.705568 -7.243201
F -1.842070 -4.380449 -9.365369
H -2.623459 -4.391658 -7.010967
H -4.150170 -3.669461 -7.599019
H -3.757563 -4.621894 -9.846601
C 2.424058 5.151309 3.059251
C 3.017770 4.180143 4.061326
O 4.398465 4.298494 3.824992
C 4.644291 5.523143 3.259187
O 5.719148 5.990134 3.117689
O 3.475422 6.100340 2.897252
F 2.636548 2.893518 3.816725
H 2.260134 4.632466 2.110841
H 1.513471 5.640909 3.384916
H 2.804711 4.405930 5.106936

Cartesian forces (eV/Å) of the 3 atoms listed first:
-0.081 -0.024 0.014
-0.153 0.178 0.126
-0.088 0.228 0.172

---

# 3
Here is CHF4N2 as an isolated structure from the Open Molecules 2025 dataset. Energies are from ωB97M-V/def2-TZVPD.

Computed properties:
- Energy relative to the best compared isomer or geometry (same formula, charge and spin): 34.18 kcal per mole
- Gap between HOMO and LUMO: 0.3849 hartree
- Net charge: +1

Cartesian coordinates (Å):
C 0.326167 0.197613 -0.498209
N -0.741468 -0.246076 -1.015372
N 0.783276 -0.119821 1.263026
F 1.231244 0.739280 -1.111432
F -1.778751 -0.836028 -0.398049
F 1.295730 0.954556 1.737840
F -0.281059 -0.360641 1.990971
H -0.835140 -0.328883 -1.968775

Cartesian forces (eV/Å) of the 3 atoms listed first:
-1.620 -0.749 6.512
-0.091 -0.368 0.867
0.498 -2.446 -3.482

---

# 4
Here is a 2-piece molecular cluster, C10H18N2 overall from the Open Molecules 2025 dataset. Energies are from ωB97M-V/def2-TZVPD.

Computed properties:
- Energy relative to the best compared isomer or geometry (same formula, charge and spin): 69.70 kcal per mole
- Structure (SMILES): CC1(C)C[C@H]1N.N#CC1CCC1
- Gap between HOMO and LUMO: 0.3476 hartree
- Net charge: 0

Cartesian coordinates (Å):
C 3.516599 -1.127043 -0.718474
C 2.763396 0.001763 -0.056694
C 2.930599 1.347034 -0.731854
C 2.626286 -0.032531 1.438782
C 1.424708 -0.329920 0.574552
N 0.392389 0.642478 0.557183
H 4.602604 -0.930878 -0.708948
H 3.205936 -1.244660 -1.766950
H 3.339400 -2.091450 -0.217325
H 2.636840 1.291950 -1.791940
H 2.298620 2.109924 -0.250679
H 3.983044 1.674604 -0.688259
H 3.068864 -0.854093 1.985887
H 2.621505 0.922367 1.977959
H 1.154466 -1.407030 0.507720
H -0.194387 0.500870 1.361514
H -0.089265 0.461845 -0.279309
N -0.949834 2.269918 0.147297
C -1.759663 1.527632 -0.182171
C -2.773423 0.544908 -0.566827
C -2.472938 -0.959718 -0.347556
C -3.943676 -1.134392 0.096186
C -4.011845 0.385084 0.351576
H -3.072060 0.738542 -1.603841
H -1.775734 -1.102698 0.493603
H -2.121340 -1.529887 -1.219073
H -4.133287 -1.800056 0.947107
H -4.585539 -1.430601 -0.742680
H -3.761761 0.635446 1.382625
H -4.920502 0.920598 0.050600

Cartesian forces (eV/Å) of the 3 atoms listed first:
0.173 -0.241 -0.091
-0.170 0.114 -0.061
-0.065 0.259 0.050

---

# 5
Here is a 2-piece molecular cluster, C3H9NO2S2 overall from the Open Molecules 2025 dataset. Energies are from ωB97M-V/def2-TZVPD.

Computed properties:
- Energy relative to the best compared isomer or geometry (same formula, charge and spin): 37.92 kcal per mole
- Structure (SMILES): N[C@H](C=O)CSS.O
- Gap between HOMO and LUMO: 0.3536 hartree
- Net charge: 0

Cartesian coordinates (Å):
N -0.832965 -0.764118 0.679406
C 0.294508 -1.254904 -0.098766
C 1.184983 -2.052488 0.838719
O 2.333280 -2.233707 0.511098
C 1.097780 -0.210661 -0.880879
S 0.176511 0.642951 -2.220678
S -1.037819 2.077866 -1.634581
H -0.791069 0.192357 1.033863
H -1.672948 -0.617474 0.118063
H 0.021744 -1.946051 -0.905218
H 0.730374 -2.526797 1.724920
H 1.778245 -0.755654 -1.554476
H 1.730412 0.460366 -0.303449
H -2.175992 1.472697 -1.428103
O -1.046451 2.156450 1.419264
H -0.400435 2.472008 0.769522
H -1.390159 2.887161 1.931292

Cartesian forces (eV/Å) of the 3 atoms listed first:
-1.465 0.428 -0.541
-0.189 0.996 0.492
0.811 -0.147 -1.405

---

# 6
Here is an isolated ion of composition C6H8N3O and charge +1 from the Open Molecules 2025 dataset. Energies are from ωB97M-V/def2-TZVPD.

Computed properties:
- Energy relative to the best compared isomer or geometry (same formula, charge and spin): 108.21 kcal per mole
- Structure (SMILES): C#CN1C=CCN1C(=[NH2+])O
- Gap between HOMO and LUMO: 0.3404 hartree
- Net charge: +1

Cartesian coordinates (Å):
C -0.146915 -1.728443 -2.662649
C 0.350307 -1.256580 -1.635469
N 0.679382 -0.520552 -0.541842
C 2.058273 -0.010602 -0.351263
C 2.017358 0.876681 0.626312
C 0.710475 0.978901 1.316082
N -0.121493 0.064274 0.358502
C -1.445841 -0.003521 0.331688
N -2.105417 0.670807 1.212443
O -2.074494 -0.929650 -0.428358
H -0.449386 -2.399635 -3.453270
H 2.893716 -0.332383 -1.013173
H 2.905701 1.270236 1.156522
H 0.663806 0.450349 2.263156
H 0.333733 1.931787 1.364982
H -1.602061 1.457641 1.665104
H -3.069857 0.575810 1.122771
H -1.597286 -1.095122 -1.331537

Cartesian forces (eV/Å) of the 3 atoms listed first:
1.317 0.350 1.773
-1.824 0.233 -1.249
4.407 -1.654 -2.620

---

Which of these has the lowest gap between HOMO and LUMO?
C30H23I2IrN3O2

---

Number 2 is which compound?
C24H35F5N5O16S